[1]
Molecular formula: C11H16BClMoN6
Method: DFT, the ωB97M-V functional and the def2-TZVPD basis

Last column: Mulliken spin population.
Positions of all 36 atoms, in Å:
H 1.7029 -1.6177 -3.1128  -0.005
N 0.9782 -0.1125 -1.7991  -0.003
B 0.3602 2.0744 -0.5634  0.007
N 0.9991 1.3027 -1.7763  0.003
C 1.7030 1.7030 -2.8438  -0.002
Mo -0.1880 -0.9260 -0.4793  1.968
H 1.8183 2.7610 -3.0285  0.000
C 2.1722 0.5861 -3.5549  -0.004
H 2.8055 0.6198 -4.4214  0.000
C 1.6693 -0.5420 -2.9132  0.005
H 0.4780 3.2835 -0.6623  0.000
C -0.2127 -3.5573 3.0295  0.001
H -1.2091 -4.0336 2.8325  0.000
H 0.0017 -2.8957 2.1575  -0.001
H -0.2701 -2.9040 3.9221  0.000
N 1.0060 1.5144 0.7426  -0.014
N -1.1896 1.7407 -0.4856  0.004
N 0.9288 0.1653 0.9842  -0.010
N -1.6027 0.3965 -0.3443  -0.016
C 1.7014 2.0937 1.7455  0.015
C -2.2824 2.5080 -0.3443  0.067
H 1.8453 3.1626 1.6563  0.001
H -2.1546 3.5868 -0.3670  0.002
C 2.0625 1.1113 2.6615  0.001
C -3.3935 1.6851 -0.1205  0.019
C 1.5559 -0.0960 2.1738  0.003
C -2.9571 0.3590 -0.1744  0.019
H 2.6327 1.3310 3.5669  0.000
H -4.3984 1.9949 0.1019  0.001
H 1.5479 -1.1370 2.4960  -0.004
H -3.4420 -0.6118 -0.1116  -0.003
H 0.6301 -4.2868 3.1312  0.000
Cl 0.0501 -3.4310 -0.5165  0.046
C -1.4386 -2.4840 -1.0122  -0.112
H -1.5617 -2.5723 -2.1075  0.008
H -2.3488 -2.7721 -0.4625  0.004

Total charge: +2
E, eV: -35645.4694
Kohn-Sham gap (spin up / spin down), eV: 6.8 / 7.7
2S+1: 3
Molar mass, g/mol: 374.50
Max |F|, eV/A: 2.99



[2]
Molecular formula: C11H16BNO2
Method: DFT, the ωB97M-V functional and the def2-TZVPD basis

Last column: natural (NBO) charge in e.
Positions of all 31 atoms, in Å:
C -0.5891 -1.4322 2.2567  -0.232
O -0.6361 -0.1080 1.7753  -0.743
B -0.2070 0.1877 0.4383  1.050
C 1.1408 -0.4889 -0.1720  -0.344
C 2.2665 0.2075 0.3709  -0.194
C 3.5540 -0.2894 0.2311  -0.234
C 3.7196 -1.3430 -0.7407  -0.207
C 2.6593 -1.9272 -1.3800  -0.228
C 1.3735 -1.5076 -1.0670  -0.198
N -0.5783 1.4785 -0.0254  -0.702
C -0.1545 2.0967 -1.2549  -0.413
C -1.5131 2.3363 0.7079  -0.397
H -0.4579 -1.3473 3.2939  0.186
H 0.2103 -2.0222 1.7349  0.181
H -1.5830 -1.9396 1.9357  0.158
H 1.8851 1.0008 1.0750  0.221
H 4.6097 0.0296 0.4907  0.228
H 4.7644 -1.7434 -0.7936  0.205
H 2.8854 -2.6367 -2.2073  0.214
H 0.5337 -1.8809 -1.5568  0.203
H 0.0145 1.3202 -2.0148  0.215
H -0.9246 2.6815 -1.8341  0.191
H 0.6980 2.7642 -0.9749  0.195
H -1.0624 3.3553 0.5631  0.180
H -2.4061 2.4431 0.1872  0.175
H -1.7310 2.0277 1.7135  0.224
C -4.1953 -0.5327 -0.6605  -0.761
C -2.9305 -0.8815 -0.4804  0.758
O -1.7842 -1.1606 -0.2806  -0.473
H -4.7091 -0.1945 0.1849  0.264
H -4.8528 -0.4932 -1.5157  0.275

Total charge: 0
E, eV: -17926.7570
Relative energy (zero: lowest compared OMol25 entry of this formula, charge and spin), kcal per mole: 49.2
SMILES: COB(c1ccccc1)N(C)C.C=C=O
Kohn-Sham gap, eV: 9.1
Molar mass, g/mol: 205.07
Max |F|, eV/A: 3.88



[3]
Molecular formula: C11H16Br12O4
Method: DFT, the ωB97M-V functional and the def2-TZVPD basis

Last column: natural (NBO) charge in e.
Positions of all 43 atoms, in Å:
C 4.3795 2.4976 -3.2674  -0.620
C 3.0296 2.3331 -2.6070  0.068
C 2.5135 0.9008 -2.4858  -0.095
O 2.2845 0.7907 -1.0908  -0.488
C 2.8432 1.7530 -0.4279  0.981
O 3.0820 1.7360 0.8121  -0.623
O 3.2095 2.6692 -1.2533  -0.474
H 4.6791 3.4904 -2.9319  0.237
H 4.2876 2.3467 -4.3430  0.220
H 5.0588 1.7506 -2.8567  0.214
H 2.3144 2.9977 -3.0918  0.189
H 3.3124 0.2111 -2.7581  0.185
H 1.6908 0.6525 -3.1564  0.208
C -2.5803 0.8187 -2.0293  -0.736
C -3.3159 -0.3895 -2.6512  0.603
O -4.4979 -0.3699 -2.8482  -0.536
C -2.5244 -1.6531 -3.0185  -0.717
H -1.9352 0.4349 -1.2389  0.232
H -3.2254 1.4729 -1.4428  0.226
H -1.9154 1.3290 -2.7262  0.230
H -2.4119 -2.1651 -2.0628  0.233
H -1.5375 -1.3781 -3.3908  0.212
H -3.1053 -2.2415 -3.7288  0.241
C 4.2033 -2.9954 2.9138  -0.446
Br 4.3677 -4.9546 2.7864  0.094
Br 3.5300 -2.0905 1.3051  0.101
Br 5.9855 -2.1720 3.4597  0.029
H 3.6657 -2.7597 3.8323  0.226
C -3.5543 -1.8634 4.9533  -0.427
Br -2.3028 -1.2432 6.3958  0.070
Br -5.3015 -0.8528 5.0157  0.068
Br -3.9014 -3.8229 5.2674  0.063
H -3.1345 -1.6990 3.9609  0.219
C -3.8328 1.4028 1.4940  -0.448
Br -3.6308 -0.5396 1.1792  0.078
Br -3.2470 1.9162 3.3564  0.072
Br -5.6728 2.0732 1.1378  0.086
H -3.1778 1.9236 0.7956  0.212
C 0.2179 -0.4932 1.3428  -0.458
Br -0.6753 -1.2870 2.9531  0.056
Br -0.3275 1.4134 1.1046  0.053
Br -0.1333 -1.5278 -0.2047  0.115
H 1.2859 -0.4161 1.5463  0.244

Total charge: 0
E, eV: -860363.8467
Relative energy (zero: lowest compared OMol25 entry of this formula, charge and spin), kcal per mole: 17.6
Kohn-Sham gap, eV: 9.1
Molar mass, g/mol: 1171.09
Max |F|, eV/A: 5.76